108
Properties=species:S:1:pos:R:3:lowdin_charge:R:1 method="wB97M-V/def2-TZVPD" lumo_ev=-2.16 relative_energy_ev=0.000 homo_ev=-11.36 homo_lumo_gap_ha=0.3380 total_energy_ev=-306550.7946 charge=+1
Na -0.31996 0.54618 0.22542 0.100
O 6.16318 -1.65722 0.11213 0.106
C 4.93948 -1.13016 -0.05201 -0.301
C 4.57442 -0.34543 -1.14368 0.014
C 3.28461 0.13726 -1.19957 -0.112
N 2.35784 -0.10289 -0.26113 0.017
C 2.74987 -0.84355 0.76244 -0.717
Br 1.42888 -1.13934 2.10171 0.888
C 3.99968 -1.39153 0.93918 -0.025
H 6.74128 -1.42724 -0.62480 0.126
H 5.28158 -0.11538 -1.93154 0.124
H 2.96919 0.75085 -2.03589 0.121
H 4.25484 -1.99005 1.80170 0.125
Br 3.38431 6.68267 0.72354 0.805
C 2.38880 5.09289 0.77233 -0.690
C 2.87460 3.99137 1.45512 -0.094
C 2.10583 2.84118 1.45681 -0.133
N 0.92385 2.74283 0.84355 0.042
C 0.47021 3.82574 0.20100 -0.136
C 1.16551 5.02144 0.13120 -0.094
H 3.82207 4.02542 1.97404 0.110
H 2.45350 1.95853 1.98338 0.098
H -0.50004 3.73721 -0.27816 0.047
H 0.75854 5.86938 -0.40227 0.109
F -8.15628 -4.29515 -0.63464 0.153
C -7.59601 -3.34982 -1.40355 -0.591
F -8.38282 -2.25941 -1.31697 0.142
F -7.63916 -3.77461 -2.67161 0.148
C -6.19444 -3.03631 -0.95621 -0.120
C -5.14326 -3.02380 -1.86039 0.004
C -3.87307 -2.68705 -1.42200 -0.079
C -3.64364 -2.36838 -0.08448 -0.364
C -4.70669 -2.38468 0.81196 -0.060
C -5.97986 -2.72174 0.37625 0.000
P -1.93250 -1.89991 0.36362 1.090
C -2.00915 -1.62632 2.17205 -0.410
C -2.47914 -0.37021 2.56678 -0.111
C -2.52423 -0.01170 3.90741 0.013
C -2.07482 -0.91018 4.86176 -0.106
C -1.59385 -2.15670 4.48519 0.007
C -1.56373 -2.51626 3.14627 -0.087
C -2.10019 -0.56115 6.32626 -0.593
F -2.97783 -1.32904 6.98869 0.157
F -2.44082 0.71736 6.52962 0.147
F -0.89779 -0.75862 6.89024 0.151
C -1.05083 -3.48743 0.15954 -0.372
C 0.19521 -3.47708 -0.45735 -0.095
C 0.90384 -4.65752 -0.64646 0.006
C 0.35634 -5.85220 -0.21665 -0.106
C -0.89482 -5.88298 0.39008 0.011
C -1.59644 -4.70538 0.57164 -0.067
C 1.11519 -7.14301 -0.37908 -0.592
F 0.32244 -8.12141 -0.83772 0.153
F 1.61539 -7.55775 0.79723 0.153
F 2.14080 -7.01462 -1.23102 0.145
H -5.31691 -3.27374 -2.89829 0.127
H -3.05089 -2.68101 -2.13032 0.114
H -4.55105 -2.14967 1.85776 0.108
H -6.80719 -2.74118 1.07629 0.133
H -2.82096 0.33678 1.81414 0.050
H -2.89308 0.96234 4.20433 0.121
H -1.23795 -2.84705 5.24084 0.135
H -1.17466 -3.48757 2.86630 0.105
H 0.62176 -2.53977 -0.79654 0.085
H 1.86980 -4.64834 -1.13332 0.125
H -1.31854 -6.82831 0.70508 0.132
H -2.58272 -4.73453 1.02251 0.120
C -3.35489 4.62170 -2.66111 -0.113
C -4.19059 4.83648 -1.38843 -0.626
C -5.47442 5.60147 -1.77084 -0.078
C -3.34924 5.72567 -0.46186 -0.094
Si -4.67275 3.19561 -0.54611 0.547
Br -2.69549 1.95953 -0.66652 0.581
C -5.92313 2.13263 -1.51667 -0.619
C -5.86961 0.64460 -1.14180 -0.114
C -7.35242 2.64546 -1.23774 -0.073
C -5.65854 2.21285 -3.02787 -0.095
C -5.01245 3.32550 1.32788 -0.617
C -5.63824 2.03580 1.88020 -0.092
C -3.72981 3.57164 2.14278 -0.108
C -6.00054 4.48242 1.58489 -0.077
H -3.13145 5.60387 -3.09328 0.093
H -3.86845 4.03938 -3.42340 0.062
H -2.40435 4.13186 -2.44594 0.040
H -5.19250 6.56732 -2.20505 0.095
H -6.11767 5.80638 -0.91180 0.075
H -6.06693 5.07321 -2.51886 0.065
H -3.08491 6.63866 -1.00695 0.094
H -2.41628 5.23651 -0.16674 0.060
H -3.87715 6.03041 0.44071 0.066
H -6.12446 0.45437 -0.10207 0.060
H -4.89407 0.19998 -1.34546 0.045
H -6.60662 0.11634 -1.75624 0.089
H -7.64307 2.51482 -0.19423 0.066
H -8.05912 2.06624 -1.84300 0.096
H -7.48764 3.69786 -1.49808 0.072
H -4.64628 1.88913 -3.28456 0.078
H -5.81741 3.21212 -3.43393 0.066
H -6.35902 1.54161 -3.53790 0.094
H -5.04743 1.14926 1.63831 0.059
H -6.65488 1.87514 1.52051 0.072
H -5.68936 2.11338 2.97287 0.095
H -3.06761 2.70343 2.11592 0.037
H -4.01217 3.74243 3.18832 0.094
H -3.15686 4.43572 1.81392 0.062
H -6.94130 4.35655 1.04424 0.075
H -5.58786 5.45695 1.32043 0.065
H -6.24060 4.51312 2.65362 0.095